1.
Formula: C21H37ClN3O7SY
Source: OMol25
Level of theory: the ωB97M-V functional and the def2-TZVPD basis

The HOMO-LUMO gap is 0.28278 hartree. Its spin multiplicity is 1. Its total energy is -65587.5111 eV.

The geometry in XYZ format:
```
71
Properties=species:S:1:pos:R:3:mulliken_charge:R:1
O -1.432 -0.158 -0.266 0.350
C -2.450 -0.231 -1.180 0.234
C -2.819 -1.678 -1.520 -0.649
C -1.973 -2.732 -1.169 0.186
H -1.038 -2.508 -0.646 0.551
C -2.310 -4.046 -1.513 -0.911
H -1.651 -4.857 -1.196 0.442
C -3.457 -4.303 -2.271 -0.413
H -3.705 -5.327 -2.560 0.380
C -4.286 -3.242 -2.656 -0.705
H -5.165 -3.430 -3.275 0.371
C -3.984 -1.940 -2.249 -0.132
H -4.634 -1.105 -2.527 0.383
H -3.358 0.255 -0.770 0.290
C -2.185 2.081 -2.297 -1.703
C -2.085 0.591 -2.431 0.374
H -2.337 2.541 -3.285 0.497
H -1.247 2.500 -1.893 0.150
H -3.008 2.356 -1.621 0.344
C -1.532 -0.020 -3.490 0.106
C -0.901 0.651 -4.659 -1.504
H -1.489 -1.110 -3.512 0.350
H -1.432 0.385 -5.580 0.392
H 0.124 0.280 -4.761 0.270
H -0.861 1.741 -4.569 0.336
Y 0.619 0.542 0.182 1.421
Cl 1.404 1.266 -2.156 -0.605
C 3.726 1.063 0.112 0.220
O 2.775 1.350 0.894 -0.852
N 4.967 1.510 0.201 0.280
C 5.378 2.503 1.183 -0.944
C 5.997 1.080 -0.743 -0.930
H 3.544 0.385 -0.731 0.434
H 4.520 2.809 1.781 0.255
H 5.818 3.363 0.659 0.323
H 6.153 2.070 1.829 0.322
H 5.606 0.252 -1.346 0.277
H 6.885 0.740 -0.191 0.317
H 6.290 1.915 -1.397 0.354
H -2.117 -3.591 3.427 0.345
H 0.434 -3.590 3.853 0.398
C -1.833 -3.108 2.482 -1.037
C 0.591 -2.928 2.992 -0.959
N -0.668 -2.260 2.688 0.351
H -2.664 -2.494 2.120 0.356
C -0.768 -0.928 2.601 0.089
O 0.199 -0.143 2.430 -0.778
H 1.353 -2.182 3.224 0.220
H -1.804 -0.546 2.654 0.407
H -1.609 -3.889 1.742 0.323
H 0.915 -3.539 2.137 0.284
H -0.520 5.588 2.202 0.328
H -2.512 4.574 3.723 0.330
C -1.122 5.145 1.397 -0.978
C -2.848 4.050 2.818 -0.893
N -1.760 3.917 1.860 0.262
H -0.488 4.929 0.537 0.289
C -1.259 2.730 1.556 1.010
O -0.303 2.580 0.739 -1.127
H -3.207 3.051 3.089 0.276
H -1.719 1.863 2.059 -0.307
H -1.909 5.860 1.140 0.333
H -3.665 4.633 2.375 0.317
C 3.560 -2.018 1.517 -1.158
S 2.697 -2.316 -0.040 1.258
O 3.529 -1.742 -1.094 -0.693
O 2.418 -3.737 -0.107 -0.711
O 1.394 -1.540 0.073 -0.475
H 4.593 -1.765 1.262 0.428
H 3.529 -2.949 2.089 0.431
H 3.094 -1.198 2.075 0.221
```

---

2.
Formula: C4H7NO
Source: OMol25
Level of theory: the ωB97M-V functional and the def2-TZVPD basis

The HOMO-LUMO gap is 0.35373 hartree. Its spin multiplicity is 1. Its total energy is -7798.0444 eV.

The geometry in XYZ format:
```
13
Properties=species:S:1:pos:R:3:mulliken_charge:R:1
C -1.582 -0.059 0.159 -1.290
C -0.156 -0.216 -0.382 0.606
N 0.704 -1.079 0.433 -0.686
C 0.651 1.071 -0.449 -0.979
C 1.955 0.921 -0.292 0.712
O 3.110 0.805 -0.155 -0.398
H -2.081 -1.039 0.198 0.347
H -1.564 0.353 1.175 0.319
H -2.191 0.601 -0.470 0.321
H -0.221 -0.657 -1.389 0.252
H 0.699 -0.711 1.382 0.221
H 0.408 -2.044 0.482 0.249
H 0.267 2.054 -0.691 0.325
```

---

3.
Formula: C20H37ClN3O
Source: OMol25
Level of theory: the ωB97M-V functional and the def2-TZVPD basis

The HOMO-LUMO gap is 0.17349 hartree. Its spin multiplicity is 1. As for the total charge: -1. Its total energy is -40378.6679 eV.

The geometry in XYZ format:
```
62
Properties=species:S:1:pos:R:3:mulliken_charge:R:1
C -3.885 2.049 -2.649 -1.007
C -3.512 0.982 -3.674 -0.440
C -2.946 -0.294 -3.046 -0.735
C -1.428 -0.284 -2.924 0.111
O -1.007 0.937 -2.408 -0.016
C 0.375 0.920 -1.893 -1.540
C 0.328 0.902 -0.340 -0.384
C -1.029 0.610 0.279 0.339
C -0.986 0.672 1.804 -0.676
Cl -1.329 -0.926 2.566 -0.282
H -4.340 2.914 -3.137 0.362
H -4.612 1.653 -1.937 0.301
H -3.000 2.383 -2.112 0.121
H -4.407 0.740 -4.255 0.395
H -2.774 1.394 -4.363 0.239
H -3.237 -1.160 -3.642 0.385
H -3.362 -0.409 -2.042 0.243
H -1.113 -1.100 -2.265 -0.336
H -0.967 -0.470 -3.906 0.363
H 0.742 1.912 -2.175 0.228
H 0.686 1.859 0.076 0.328
H 1.042 0.158 0.029 -0.089
H -1.365 -0.391 0.002 0.220
H -1.775 1.296 -0.122 -0.093
H -1.708 1.364 2.225 0.513
H 0.008 0.952 2.142 0.274
C 2.079 6.274 -2.701 -1.244
C 0.947 5.486 -2.052 -0.228
C 1.291 5.015 -0.637 -0.304
C 2.397 4.060 -0.637 0.179
N 3.185 3.228 -0.656 -0.485
H 2.970 5.655 -2.816 0.349
H 1.787 6.626 -3.691 0.360
H 2.348 7.145 -2.100 0.299
H 0.700 4.617 -2.663 0.145
H 0.049 6.104 -1.996 0.368
H 0.428 4.524 -0.183 0.230
H 1.556 5.863 -0.002 0.397
C -0.557 -3.154 5.288 -1.201
C 0.898 -3.166 4.838 0.272
C 1.595 -4.503 5.110 -0.451
C 1.719 -4.787 6.539 0.186
N 1.820 -5.007 7.662 -0.470
H -0.648 -3.257 6.371 0.391
H -1.039 -2.223 4.992 0.290
H -1.107 -3.975 4.823 0.303
H 1.448 -2.356 5.322 0.294
H 0.949 -2.987 3.765 -0.282
H 2.590 -4.511 4.664 0.334
H 1.040 -5.315 4.638 0.313
C 1.316 -3.821 -1.774 -1.427
C 0.744 -2.836 -0.764 0.798
C 1.762 -2.421 0.301 -0.057
C 2.187 -3.523 1.163 0.134
N 2.496 -4.383 1.859 -0.560
H 1.608 -4.761 -1.298 0.360
H 0.578 -4.048 -2.544 0.382
H 2.192 -3.400 -2.269 0.350
H -0.135 -3.264 -0.276 0.396
H 0.424 -1.928 -1.281 -0.576
H 1.337 -1.648 0.945 -0.090
H 2.646 -1.988 -0.174 0.423
```

---

4.
Formula: C4H8O7Tl
Source: OMol25
Level of theory: the ωB97M-V functional and the def2-TZVPD basis

The HOMO-LUMO gap (spin up / spin down) is 0.17951 / 0.30506 hartree. Its spin multiplicity is 2. As for the total charge: +2. Its total energy is -23278.9099 eV.

The geometry in XYZ format:
```
20
Properties=species:S:1:pos:R:3:lowdin_spin:R:1
Tl -5.494 -12.165 7.641 -0.005
O -8.266 -12.903 8.329 0.977
H -9.230 -12.829 8.190 0.021
O -4.895 -8.126 4.494 0.033
C -4.681 -9.181 5.293 0.031
O -3.642 -9.190 5.919 0.584
O -5.437 -10.099 5.494 0.355
H -4.015 -7.757 4.602 0.003
C -7.935 -13.521 11.915 -0.001
O -6.909 -12.658 12.518 -0.080
C -5.931 -12.112 11.761 -0.014
O -5.799 -12.184 10.505 -0.717
O -5.079 -11.363 12.539 -0.166
C -3.975 -10.650 12.010 -0.008
H -7.595 -14.529 11.680 0.000
H -8.479 -13.166 11.040 -0.001
H -8.753 -13.630 12.628 -0.001
H -3.148 -10.617 12.719 -0.005
H -4.268 -9.640 11.722 -0.003
H -3.532 -11.202 11.181 -0.003
```

---

5.
Formula: C22H30ClOsP
Source: OMol25
Level of theory: the ωB97M-V functional and the def2-TZVPD basis

The HOMO-LUMO gap (spin up / spin down) is 0.15777 / 0.18174 hartree. Its spin multiplicity is 5. As for the total charge: +2. Its total energy is -47557.0526 eV.

The geometry in XYZ format:
```
55
Properties=species:S:1:pos:R:3:lowdin_spin:R:1
C -6.043 0.370 -0.218 0.566
C -6.110 -1.051 0.144 0.093
C -6.316 1.390 0.804 0.093
C -5.986 0.761 -1.631 0.093
Cl -2.343 -0.374 -0.518 0.351
H -7.396 1.579 0.929 0.035
H -5.861 2.357 0.547 0.008
H -5.938 1.090 1.792 0.008
H -7.143 -1.440 0.118 0.035
H -5.740 -1.227 1.164 0.008
H -5.519 -1.674 -0.539 0.008
H -6.989 0.810 -2.090 0.035
H -5.399 0.050 -2.227 0.008
H -5.539 1.757 -1.759 0.008
C 0.724 -0.079 2.010 0.059
C 0.308 1.172 2.585 0.039
C -1.097 1.136 2.752 0.049
H 0.969 1.955 2.922 0.003
C -1.551 -0.188 2.391 0.153
C -0.413 -0.946 2.038 0.200
H -0.388 -2.001 1.802 0.007
H 1.763 -0.311 1.728 0.001
H -1.693 1.931 3.150 0.001
H -2.586 -0.488 2.398 0.002
C 0.563 2.155 -1.000 0.056
C 0.865 2.750 0.262 0.000
C -0.354 3.302 0.786 -0.011
H 1.853 2.816 0.732 0.000
C -1.394 3.026 -0.134 0.059
C -0.841 2.285 -1.218 0.055
H -1.387 1.925 -2.083 0.004
H 1.293 1.690 -1.649 0.011
H -0.473 3.774 1.753 0.000
H -2.441 3.231 0.054 0.004
Os -0.537 1.258 0.606 0.964
C 4.026 0.321 0.305 0.091
P 3.174 -0.545 -1.169 0.333
C 1.609 -1.599 -0.986 0.041
C 4.338 -1.915 -1.310 0.175
C 5.232 -1.660 -2.396 0.040
C 6.547 -2.106 -2.316 0.037
C 6.921 -2.958 -1.270 0.135
C 5.934 -3.543 -0.480 0.008
C 4.606 -3.059 -0.511 0.100
H 4.759 -0.344 0.778 0.004
H 4.595 1.157 -0.150 0.000
H 3.376 0.743 1.077 0.005
H 1.234 -1.835 -2.008 0.001
H 1.785 -2.576 -0.510 0.014
H 0.809 -1.058 -0.449 0.003
H 4.896 -1.031 -3.230 0.003
H 7.283 -1.732 -3.016 0.000
H 7.972 -3.135 -1.065 0.005
H 6.207 -4.340 0.216 -0.001
H 3.840 -3.575 0.090 0.002
```

---

6.
Formula: C3H6O2
Source: OMol25
Level of theory: the ωB97M-V functional and the def2-TZVPD basis

The HOMO-LUMO gap is 0.38600 hartree. Its spin multiplicity is 1. Its total energy is -7299.2016 eV.

The geometry in XYZ format:
```
11
Properties=species:S:1:pos:R:3:mulliken_charge:R:1
C 0.583 -0.117 0.163 0.038
C -0.168 0.252 -1.124 -0.485
C -0.621 0.414 0.771 -0.431
H 1.645 -1.600 -0.438 0.360
H 1.455 0.553 0.387 0.266
H 0.667 0.598 -1.603 0.392
H -0.939 -0.525 -1.526 0.261
H -0.426 0.986 1.695 0.281
H -1.391 -0.461 0.990 0.231
O 1.037 -1.458 0.596 -0.546
O -1.008 1.103 -0.393 -0.366
```

---

7.
Formula: C4H7NO
Source: OMol25
Level of theory: the ωB97M-V functional and the def2-TZVPD basis

The HOMO-LUMO gap is 0.37925 hartree. Its spin multiplicity is 1. Its total energy is -7797.8302 eV.

The geometry in XYZ format:
```
13
Properties=species:S:1:pos:R:3:mulliken_charge:R:1
O 2.231 1.078 -0.448 -0.728
C 1.154 0.481 -0.242 0.249
C 0.717 -0.958 -0.223 -0.419
C -0.702 -0.849 0.376 -0.467
C -1.143 0.627 0.115 -0.513
N 0.157 1.318 -0.029 -0.241
H 0.716 -1.332 -1.253 0.246
H 1.403 -1.578 0.358 0.284
H -1.402 -1.580 -0.046 0.325
H -0.657 -1.031 1.455 0.252
H -1.748 0.702 -0.799 0.238
H -1.741 1.017 0.945 0.303
H 1.013 2.084 -0.221 0.472
```

---

Question: Which value of total energy does entry 4 give?
Answer: -23278.9099 eV

---

Question: total energy of number 2 (C4H7NO)?
Answer: -7798.0444 eV